No. 1
{
  "formula": "C20H53F12N6O7P2",
  "method": "the ωB97M-V functional and the def2-TZVPD basis",
  "charge": 2,
  "gap_ha": [0.12960, 0.31121],
  "multiplicity": 2,
  "elements": ["C", "C", "O", "H", "H", "H", "H", "H", "C", "C", "O", "N", "H", "H", "C", "H", "H", "H", "H", "H", "H", "C", "C", "O", "N", "H", "H", "C", "H", "H", "H", "H", "H", "H", "C", "C", "O", "N", "H", "H", "C", "H", "H", "H", "H", "H", "H", "C", "C", "O", "N", "H", "H", "C", "H", "H", "H", "H", "H", "H", "C", "C", "O", "N", "H", "H", "C", "H", "H", "H", "H", "H", "H", "C", "C", "O", "N", "H", "H", "C", "H", "H", "H", "H", "H", "H", "P", "F", "F", "F", "F", "F", "F", "P", "F", "F", "F", "F", "F", "F"],
  "positions_angstrom": [[-17.973639, 4.985068, -24.213727], [-17.870360, 6.338910, -23.488115], [-19.104058, 6.866476, -23.007015], [-18.607855, 4.838179, -25.087959], [-18.280955, 4.266913, -23.453525], [-16.986849, 4.732551, -24.601804], [-17.342704, 7.071879, -24.098391], [-17.236703, 6.296525, -22.602231], [-20.760962, 9.558686, -22.190493], [-20.058301, 9.582347, -20.811629], [-20.178657, 10.384906, -19.981604], [-19.037874, 8.433597, -20.662532], [-19.279302, 7.956630, -19.805613], [-19.087103, 7.805726, -21.452125], [-17.636934, 9.024671, -20.610823], [-20.039143, 9.572593, -23.007127], [-21.403297, 10.432733, -22.083052], [-21.312717, 8.627824, -22.321483], [-17.483420, 9.698963, -19.768289], [-17.500774, 9.520311, -21.572016], [-16.969365, 8.182424, -20.428948], [-14.675607, 6.319749, -26.201853], [-15.169015, 5.023504, -26.854452], [-14.991177, 3.907355, -26.440155], [-16.214685, 5.317521, -27.995524], [-16.976400, 5.888948, -27.658860], [-15.771915, 6.023048, -28.566746], [-16.658357, 4.080007, -28.806095], [-15.329834, 6.697480, -25.416106], [-14.489383, 7.006235, -27.027775], [-13.688195, 6.203884, -25.754968], [-15.830503, 3.662820, -29.379437], [-17.342793, 4.476748, -29.555924], [-17.084838, 3.245295, -28.249788], [-16.995684, 1.327423, -24.306878], [-16.938542, 1.488495, -22.841803], [-16.467166, 2.535481, -22.370258], [-17.432045, 0.256407, -21.994047], [-18.380933, 0.472371, -21.723716], [-17.330667, -0.562814, -22.576022], [-16.722378, -0.067622, -20.655312], [-18.002601, 1.118571, -24.668274], [-16.176345, 0.747101, -24.731134], [-16.734033, 2.299495, -24.724896], [-17.362502, -0.831542, -20.213982], [-16.717772, 0.850709, -20.068170], [-15.709082, -0.405228, -20.872943], [-21.664501, 5.673472, -25.785278], [-21.722229, 7.125401, -25.304096], [-22.726121, 7.680213, -24.832254], [-20.335908, 7.788233, -25.332238], [-19.794834, 7.606309, -24.499026], [-19.712074, 7.363258, -26.003298], [-20.468542, 9.267193, -25.802119], [-20.923152, 5.129959, -25.199528], [-21.409358, 5.597660, -26.842280], [-22.607806, 5.190004, -25.531246], [-20.935241, 9.222995, -26.786160], [-19.425060, 9.540607, -25.958576], [-21.174794, 9.882853, -25.245101], [-12.131723, 8.635589, -21.266149], [-13.437193, 7.997346, -20.835878], [-14.465891, 8.595138, -20.495644], [-13.253608, 6.504391, -20.832141], [-12.517583, 6.397104, -21.515427], [-12.703306, 6.225450, -20.032481], [-14.524265, 5.672005, -21.298864], [-11.859067, 8.557732, -22.318619], [-11.374346, 8.255525, -20.580562], [-12.270605, 9.714696, -21.200350], [-15.410485, 5.997569, -20.754141], [-14.212488, 4.665074, -21.021400], [-14.766327, 5.942590, -22.326622], [-19.587909, 3.891672, -18.628196], [-19.556407, 4.135060, -20.110628], [-18.952801, 3.487986, -20.884942], [-20.341347, 5.327158, -20.598138], [-20.404584, 6.000606, -19.848091], [-19.773265, 5.610765, -21.383605], [-21.667593, 4.836274, -21.247096], [-20.315719, 4.396004, -17.992554], [-18.631045, 4.103647, -18.151153], [-19.781801, 2.819138, -18.641955], [-22.379430, 5.659757, -21.304274], [-22.038568, 3.906127, -20.816640], [-21.388401, 4.570013, -22.266539], [-14.571154, 9.915160, -24.472426], [-15.032952, 9.354056, -25.947183], [-15.137144, 8.554277, -23.856838], [-13.176597, 9.145768, -24.586651], [-14.114359, 10.503023, -23.022964], [-14.003730, 11.301626, -25.156277], [-16.076326, 10.663853, -24.267783], [-20.601027, 2.021472, -28.011105], [-20.808173, 2.683972, -29.466400], [-19.699216, 3.329664, -27.433810], [-22.001343, 2.594729, -27.392233], [-20.101307, 1.184597, -26.704431], [-21.436428, 0.636922, -28.496781], [-19.266437, 1.354680, -28.557754]],
  "forces_ev_per_a": [[0.48, 0.10, 0.77], [-1.20, 0.71, 0.18], [-0.12, 0.11, -0.46], [-0.53, 0.67, 0.05], [0.07, -0.33, -0.18], [0.35, -0.29, 0.30], [0.03, 0.33, -0.52], [0.60, -0.81, 0.08], [0.34, 0.08, 1.71], [-0.20, -1.21, -3.20], [0.11, 0.58, 1.46], [0.24, 2.22, 1.55], [0.23, -0.20, 0.45], [-0.05, -1.25, -1.88], [-0.18, -0.68, 0.25], [0.11, 0.40, 0.20], [-0.12, -0.15, -0.79], [-0.22, 0.04, 0.17], [-0.56, 0.12, -0.18], [0.41, -0.12, 0.13], [0.10, 0.16, -0.52], [0.76, -0.73, -1.49], [-0.21, -0.78, 3.03], [-0.63, 1.94, -1.85], [1.07, -1.76, 0.00], [-0.78, -0.41, 0.79], [0.60, -0.08, -0.92], [0.05, 0.55, -0.90], [-0.36, 0.12, -0.38], [-0.40, 0.70, 0.40], [-0.11, -0.49, 0.04], [0.40, 0.43, 0.36], [-0.30, -0.24, 0.27], [-0.25, 0.68, 0.54], [-0.25, 0.64, -0.75], [2.30, 3.96, 0.83], [-1.78, -4.47, 0.07], [1.73, 1.36, 0.96], [-0.78, -0.10, -0.35], [-0.61, -0.28, -0.43], [-0.39, 0.67, -0.86], [0.10, -0.66, -0.25], [-0.38, -0.92, 0.23], [-0.27, 0.22, 0.29], [0.39, 0.01, 0.18], [-0.02, -0.16, -0.04], [-0.23, -0.06, 0.08], [-0.32, 0.82, 0.79], [-2.94, -0.77, 1.57], [4.50, -1.13, -1.76], [-2.31, 2.18, -1.96], [0.46, -0.27, 2.90], [-0.37, -0.56, -0.71], [0.32, -1.38, -0.73], [0.40, 0.16, -0.08], [-0.11, -0.11, -0.02], [-0.09, 0.20, -0.51], [0.12, -0.23, -0.12], [-0.31, 0.90, 0.49], [0.73, -0.25, 0.69], [-1.05, 0.85, 0.38], [-2.07, 4.11, 0.43], [3.46, -3.47, -1.11], [-1.76, -0.03, -1.48], [0.06, -0.27, -1.00], [-0.73, -0.46, 1.25], [1.05, 0.68, 1.42], [-0.15, -0.83, -0.13], [0.41, 0.21, -0.18], [0.13, -0.03, 0.53], [0.45, -0.03, 0.53], [-0.62, -0.11, -0.72], [0.74, -0.41, -0.13], [-0.05, -0.32, -0.44], [-2.53, 4.39, 5.91], [3.33, -3.97, -5.23], [-1.02, -2.17, -0.70], [-0.44, 0.06, -0.12], [0.27, 1.26, -0.71], [0.50, 0.66, -0.62], [-0.39, 0.06, -0.40], [0.32, -0.31, 0.04], [0.10, -0.29, 0.96], [-0.15, -0.23, 0.23], [0.06, 0.48, 0.62], [0.06, 0.14, 0.00], [-0.74, 3.54, -0.99], [0.09, 0.31, 0.36], [-1.09, -0.94, 1.26], [1.03, 0.03, -0.47], [-0.38, -0.73, -0.03], [-0.38, -1.68, 0.36], [1.33, -1.22, -0.18], [-0.47, -3.28, -0.85], [-0.38, 0.68, 1.08], [-0.97, 0.00, -0.38], [1.70, 0.15, -0.10], [-1.69, 0.82, 2.26], [0.52, 1.78, 0.47], [1.83, 0.40, -2.05]],
  "lowdin_charge": [-0.07, -0.39, -0.37, 0.05, 0.06, 0.04, 0.07, 0.08, 0.04, -0.38, 0.22, 0.08, 0.15, 0.06, 0.04, 0.08, 0.11, 0.08, 0.11, 0.12, 0.07, 0.02, -0.32, 0.16, 0.11, 0.17, 0.16, 0.04, 0.07, 0.09, 0.11, 0.11, 0.11, 0.09, 0.02, -0.32, 0.10, 0.11, 0.17, 0.17, 0.05, 0.11, 0.12, 0.07, 0.11, 0.10, 0.11, 0.03, -0.32, 0.13, 0.09, 0.07, 0.15, 0.04, 0.07, 0.10, 0.11, 0.10, 0.11, 0.10, 0.03, -0.34, 0.14, 0.10, 0.15, 0.18, 0.08, 0.10, 0.11, 0.11, 0.08, 0.10, 0.09, -0.05, -0.65, -0.02, 0.05, 0.13, 0.08, 0.03, 0.07, 0.06, 0.07, 0.09, 0.10, 0.08, 0.20, -0.19, -0.19, -0.16, -0.17, -0.16, -0.22, 0.22, -0.15, -0.25, -0.16, -0.21, -0.20, -0.19]
}


No. 2
{
  "formula": "C12H17N",
  "method": "the ωB97M-V functional and the def2-TZVPD basis",
  "gap_ha": 0.32381,
  "smiles": "Cc1c[nH]c2ccccc12.CCC",
  "elements": ["C", "C", "C", "N", "C", "C", "C", "C", "C", "C", "H", "H", "H", "H", "H", "H", "H", "H", "H", "C", "C", "C", "H", "H", "H", "H", "H", "H", "H", "H"],
  "positions_angstrom": [[-1.005605, -1.739232, -3.729486], [-1.035497, -0.850038, -2.508399], [-1.424229, 0.450439, -2.444626], [-1.569676, 0.809646, -1.094000], [-1.193638, -0.281944, -0.280492], [-1.289625, -0.266642, 1.112963], [-0.904059, -1.488681, 1.662030], [-0.722828, -2.604266, 0.799080], [-0.847869, -2.615372, -0.557207], [-1.023396, -1.350310, -1.192666], [-1.799643, -2.490125, -3.836099], [-0.183043, -2.465937, -3.690685], [-1.105410, -1.093079, -4.595220], [-1.664029, 1.184254, -3.202034], [-2.167017, 1.548568, -0.753562], [-1.585202, 0.634041, 1.648574], [-0.954348, -1.758454, 2.714960], [-0.482081, -3.536334, 1.283441], [-0.809813, -3.507873, -1.176317], [2.995566, 2.060946, 1.027788], [1.459116, 2.083537, 1.413264], [1.253113, 1.744439, 2.875068], [3.718519, 1.616307, 1.718704], [3.370286, 2.965114, 0.563970], [3.029913, 1.258556, 0.269469], [1.326042, 3.156983, 1.231778], [0.862368, 1.400343, 0.820949], [1.755813, 2.541447, 3.480000], [0.181886, 1.676039, 3.109375], [1.814388, 0.917627, 3.329379]],
  "forces_ev_per_a": [[0.01, -0.32, 0.37], [-1.36, -1.06, -1.28], [-0.44, 0.44, 1.41], [0.83, -0.31, -0.27], [-2.14, 2.01, -1.70], [0.97, -1.43, -0.18], [-0.96, -0.27, -0.46], [0.17, -0.48, 1.03], [0.23, 1.27, -1.52], [1.05, -0.80, 2.81], [-0.67, 0.61, 0.57], [0.60, 0.87, -0.50], [0.67, -0.32, -0.45], [0.12, -0.23, -0.07], [0.41, 0.07, -0.21], [0.16, -0.32, 0.01], [0.24, 0.59, -0.06], [-0.11, -0.25, 0.14], [0.21, -0.07, 0.37], [-0.69, -2.54, -1.13], [2.50, 0.60, 0.72], [0.60, 1.31, 1.33], [-0.35, 0.66, 0.65], [0.00, 0.17, 0.19], [0.30, 0.52, -0.33], [-1.43, -0.41, 0.08], [0.06, 0.34, -0.54], [-0.93, -0.03, -0.31], [0.39, 0.01, 0.28], [-0.43, -0.62, -0.94]],
  "lowdin_charge": [-0.05, -0.24, -0.04, 0.06, -0.21, -0.03, -0.08, -0.12, -0.02, -0.15, 0.08, 0.08, 0.07, 0.12, 0.14, 0.11, 0.10, 0.09, 0.11, -0.11, -0.29, -0.15, 0.06, 0.05, 0.06, 0.10, 0.07, 0.08, 0.06, 0.07]
}